Entry 1:
{
  "formula": "C24H36I2N2O5S",
  "method": "the ωB97M-V functional and the def2-TZVPD basis",
  "orbital_gap_ev": 7.93,
  "homo_ev": -8.494,
  "symbols": ["C", "C", "I", "C", "I", "C", "C", "C", "C", "C", "C", "N", "C", "O", "C", "S", "C", "O", "O", "C", "O", "C", "C", "N", "C", "C", "C", "O", "C", "C", "C", "C", "C", "C", "H", "H", "H", "H", "H", "H", "H", "H", "H", "H", "H", "H", "H", "H", "H", "H", "H", "H", "H", "H", "H", "H", "H", "H", "H", "H", "H", "H", "H", "H", "H", "H", "H", "H", "H", "H"],
  "xyz": [[2.592, -2.637, 1.653], [2.980, -1.076, 1.360], [5.160, -0.602, 1.399], [1.959, 0.018, 1.098], [2.900, 2.006, 0.712], [0.343, -0.264, 1.076], [-0.346, -1.102, 2.340], [0.189, -0.408, 3.745], [-1.066, 0.055, 4.748], [-1.911, -1.209, 5.357], [-2.012, 1.236, 4.082], [-0.345, 1.073, 1.223], [-1.277, 1.482, 0.109], [-1.664, 2.688, -0.324], [-1.662, -0.036, -0.480], [-2.815, -0.197, -1.930], [-4.421, -1.067, -1.366], [-2.294, -1.037, -3.120], [-3.278, 1.196, -2.456], [-0.162, -0.665, -0.470], [0.935, -0.105, -1.253], [0.552, 0.357, -2.584], [1.903, 1.116, -3.215], [1.557, 2.587, -3.308], [2.761, 3.487, -3.143], [2.162, 5.006, -2.788], [1.079, 4.991, -1.543], [3.293, 5.926, -2.590], [-0.338, -2.241, -0.863], [-1.583, -3.223, -0.386], [-1.708, -4.815, -0.883], [-0.593, -5.509, -1.907], [0.659, -4.550, -2.362], [0.784, -2.961, -1.867], [1.593, -3.009, 1.169], [3.527, -3.338, 1.412], [2.455, -2.728, 2.836], [-0.077, -2.243, 2.342], [-1.515, -1.027, 2.370], [0.803, 0.596, 3.564], [0.928, -1.140, 4.322], [-0.521, 0.570, 5.677], [-1.180, -1.819, 6.067], [-2.747, -0.748, 6.071], [-2.356, -1.880, 4.505], [-1.358, 2.075, 3.541], [-2.827, 0.766, 3.376], [-2.591, 1.795, 4.964], [0.066, 1.796, 1.840], [-2.285, -0.572, 0.386], [-4.156, -2.110, -0.879], [-5.018, -0.348, -0.663], [-5.002, -1.328, -2.376], [0.294, -0.550, -3.305], [-0.316, 1.148, -2.617], [2.850, 0.882, -2.551], [2.025, 0.684, -4.310], [1.012, 2.822, -4.168], [3.450, 3.064, -2.283], [3.304, 3.525, -4.197], [1.566, 5.340, -3.751], [1.208, 4.030, -0.887], [-0.050, 4.996, -1.909], [1.254, 5.924, -0.828], [3.882, 5.601, -1.839], [-2.444, -2.817, 0.312], [-2.637, -5.483, -0.542], [-0.675, -6.624, -2.302], [1.479, -4.989, -3.101], [1.726, -2.380, -2.309]],
  "mulliken_charge": [-0.6520, -0.0453, -0.0169, -0.7695, 0.0556, -0.3488, 0.0445, -0.5171, -0.0423, -1.0163, -0.8766, 0.5702, 0.0632, -0.6250, -0.6837, 1.2971, -0.8466, -0.6136, -0.6528, 0.9979, -0.1486, -0.0443, -0.7756, -0.1077, -0.5295, 0.1511, -0.6098, -0.5396, -0.1078, -0.2936, -0.7351, -0.4151, -0.4888, -0.2557, 0.1372, 0.3900, 0.1944, 0.2113, 0.2166, 0.2363, 0.3042, 0.3588, 0.2850, 0.3293, 0.2191, 0.1545, 0.1554, 0.4040, 0.4984, 0.4737, 0.2581, 0.3081, 0.3677, 0.2550, 0.1770, 0.3015, 0.2499, 0.2417, 0.2020, 0.1946, 0.2414, -0.0708, 0.2188, 0.3035, 0.3241, 0.4046, 0.2582, 0.2968, 0.2873, 0.1907]
}



Entry 2:
{
  "formula": "C24H36N2O4",
  "method": "the ωB97M-V functional and the def2-TZVPD basis",
  "orbital_gap_ev": 8.88,
  "homo_ev": -8.280,
  "smiles": "COc1ccc(C(=O)N(C)CCCC2CCCC2)cc1OC1CCN(C(C)=O)CC1",
  "de_lowest_kj_mol": 27.8,
  "symbols": ["C", "H", "H", "H", "O", "C", "C", "C", "C", "C", "C", "O", "C", "C", "H", "H", "C", "N", "C", "O", "C", "H", "H", "H", "C", "H", "C", "H", "H", "H", "H", "H", "H", "H", "C", "O", "N", "C", "H", "H", "H", "C", "H", "C", "H", "C", "C", "C", "C", "H", "H", "C", "H", "H", "C", "H", "H", "H", "H", "H", "H", "H", "H", "H", "H", "H"],
  "xyz": [[1.450, 2.362, 3.295], [2.300, 1.680, 3.187], [1.231, 2.497, 4.353], [1.704, 3.331, 2.853], [0.280, 1.826, 2.730], [0.271, 1.558, 1.394], [1.329, 1.770, 0.528], [1.210, 1.469, -0.822], [0.030, 0.946, -1.318], [-1.049, 0.749, -0.457], [-0.945, 1.038, 0.891], [-1.916, 0.852, 1.822], [-3.261, 0.648, 1.418], [-3.865, 1.918, 0.803], [-3.276, 2.241, -0.055], [-4.879, 1.698, 0.466], [-3.899, 3.036, 1.845], [-4.634, 2.611, 3.018], [-5.839, 3.164, 3.292], [-6.290, 4.077, 2.627], [-6.588, 2.612, 4.490], [-6.004, 2.730, 5.399], [-6.828, 1.561, 4.348], [-7.513, 3.174, 4.590], [-4.041, 1.461, 3.656], [-4.576, 1.200, 4.567], [-4.029, 0.273, 2.688], [-3.546, -0.580, 3.165], [-5.049, -0.002, 2.418], [-3.004, 1.704, 3.913], [-4.394, 3.921, 1.443], [-2.877, 3.291, 2.143], [-3.318, -0.185, 0.701], [-1.967, 0.367, -0.875], [-0.197, 0.704, -2.777], [-1.076, 1.306, -3.370], [0.598, -0.205, -3.392], [0.410, -0.448, -4.805], [0.209, -1.506, -4.982], [-0.441, 0.145, -5.135], [1.295, -0.151, -5.371], [1.563, -1.045, -2.721], [1.433, -0.929, -1.644], [3.006, -0.697, -3.106], [3.112, 0.390, -3.082], [4.051, -1.311, -2.175], [4.194, -2.830, -2.289], [5.544, -3.315, -1.739], [5.289, -4.772, -1.378], [6.055, -5.186, -0.724], [5.243, -5.378, -2.284], [3.917, -4.712, -0.711], [3.411, -5.676, -0.715], [4.032, -4.396, 0.326], [3.143, -3.647, -1.505], [2.439, -4.121, -2.188], [2.572, -3.009, -0.831], [6.350, -3.190, -2.461], [5.797, -2.752, -0.838], [4.140, -3.102, -3.348], [3.824, -1.040, -1.141], [5.017, -0.865, -2.426], [3.203, -1.024, -4.128], [1.353, -2.087, -2.984], [2.041, 1.667, -1.481], [2.257, 2.183, 0.889]],
  "mulliken_charge": [-0.9810, 0.3754, 0.2363, 0.3753, -0.4103, 0.8310, -0.6591, -0.4188, -0.8864, 0.2102, 0.6167, -0.4113, -0.0106, -0.6273, 0.4391, 0.4907, -1.0383, 0.0789, 1.1428, -0.6615, -1.3531, 0.3418, 0.3167, 0.3365, -0.9368, 0.4774, -0.9227, 0.4531, 0.3580, 0.2261, 0.4402, 0.2925, 0.3740, 0.4007, 0.2985, -0.7175, 0.2502, -1.1498, 0.3113, 0.4246, 0.3208, -0.8956, 0.2294, -0.5751, 0.3542, -1.1740, 0.7098, -1.0184, -0.6279, 0.3904, 0.2825, -0.7612, 0.3486, 0.2829, -0.5987, 0.2658, 0.0452, 0.3967, 0.3691, 0.2651, 0.4024, 0.3554, 0.5142, 0.2327, 0.5236, 0.4483]
}



Entry 3:
{
  "formula": "C24H36N2SiYb",
  "method": "the ωB97M-V functional and the def2-TZVPD basis",
  "orbital_gap_ev": [4.08, 7.54],
  "multiplicity": 2,
  "total_charge": 1,
  "homo_ev": [-6.867, -10.686],
  "symbols": ["C", "C", "C", "H", "C", "C", "H", "H", "H", "H", "Yb", "C", "H", "H", "H", "Si", "C", "C", "H", "C", "H", "C", "H", "C", "H", "C", "H", "C", "C", "H", "C", "H", "C", "H", "C", "H", "C", "H", "H", "H", "C", "N", "C", "C", "C", "N", "C", "C", "H", "H", "H", "H", "H", "H", "H", "H", "H", "H", "H", "H", "H", "H", "H", "H"],
  "xyz": [[0.654, 2.225, 1.042], [1.254, 1.778, -0.153], [0.215, 1.496, -1.081], [2.319, 1.697, -0.349], [-1.027, 1.808, -0.470], [-0.757, 2.222, 0.862], [-1.469, 2.633, 1.551], [1.180, 2.630, 1.893], [0.339, 1.228, -2.118], [-2.007, 1.726, -0.921], [-0.027, -0.133, 0.454], [-0.315, -2.680, -3.840], [0.163, -0.012, -3.435], [-1.199, -3.264, -3.499], [-0.075, -1.897, -3.057], [-0.153, -0.653, -4.659], [1.290, -1.116, -5.837], [2.170, -0.042, -5.941], [1.920, 0.916, -5.501], [3.398, -0.165, -6.596], [4.092, 0.682, -6.626], [3.749, -1.382, -7.215], [4.732, -1.474, -7.720], [2.838, -2.453, -7.182], [3.135, -3.391, -7.677], [1.605, -2.319, -6.527], [0.927, -3.166, -6.569], [-1.488, 0.134, -5.878], [-1.228, 0.499, -7.235], [-0.360, 0.110, -7.756], [-2.083, 1.369, -7.935], [-1.828, 1.715, -8.944], [-3.284, 1.810, -7.307], [-3.926, 2.524, -7.836], [-3.628, 1.333, -6.018], [-4.572, 1.656, -5.561], [-2.737, 0.494, -5.333], [-3.074, 0.146, -4.370], [0.616, -3.278, -3.722], [-0.760, -2.189, -4.927], [1.508, -2.748, 0.831], [0.054, -2.517, 0.885], [-0.658, -3.257, -0.159], [-0.553, -2.841, 2.183], [0.189, -2.194, 3.340], [0.360, -0.734, 3.113], [-0.834, -0.005, 3.577], [1.552, -0.235, 3.818], [1.813, -2.876, -0.215], [1.809, -3.653, 1.384], [2.083, -1.903, 1.241], [-0.779, -4.327, 0.093], [-1.662, -2.830, -0.290], [-0.101, -3.203, -1.096], [-1.598, -2.507, 2.142], [-0.583, -3.939, 2.300], [-0.372, -2.379, 4.276], [1.183, -2.644, 3.450], [-1.214, -0.388, 4.542], [-0.636, 1.068, 3.688], [-1.658, -0.120, 2.861], [1.460, -0.262, 4.922], [1.781, 0.792, 3.510], [2.405, -0.863, 3.542]],
  "lowdin_spin": [0.0008, 0.0013, 0.0072, 0.0000, 0.0062, 0.0006, 0.0000, 0.0001, 0.0032, 0.0024, 0.0378, 0.2027, 0.0409, 0.0087, 0.0242, 0.2912, 0.0174, 0.0119, 0.0054, 0.0005, -0.0001, 0.0016, 0.0001, 0.0007, 0.0001, 0.0044, 0.0010, 0.0629, 0.0362, 0.0010, -0.0025, -0.0008, 0.0390, 0.0025, -0.0043, -0.0009, 0.0481, 0.0171, 0.0350, 0.0483, 0.0027, 0.0017, 0.0180, 0.0006, 0.0002, 0.0003, 0.0003, 0.0002, 0.0030, 0.0001, 0.0002, 0.0014, 0.0071, 0.0112, 0.0003, 0.0002, 0.0000, 0.0000, 0.0000, 0.0000, 0.0002, 0.0000, 0.0001, 0.0000]
}